{"formula": "C10H18N3O", "method": "ωB97M-V/def2-TZVPD", "species": ["C", "C", "C", "N", "N", "N", "H", "H", "H", "H", "H", "H", "H", "H", "H", "H", "C", "C", "C", "C", "C", "C", "C", "O", "H", "H", "H", "H", "H", "H", "H", "H"], "xyz": [[-0.4809, -2.6098, -0.9100], [0.4024, -3.0149, 0.2561], [-0.1533, -1.2902, -2.9170], [0.3258, -1.6627, -1.7356], [-1.2601, -1.7759, -3.5161], [0.6218, -0.4595, -3.6357], [-0.7028, -3.5385, -1.4264], [-1.3488, -2.1126, -0.4718], [-0.2262, -3.5521, 0.9923], [0.8539, -2.3622, 1.0078], [0.7362, -0.8916, -1.2300], [-1.5026, -2.7453, -3.3149], [-1.3362, -1.5841, -4.5057], [1.5703, -0.2810, -3.3425], [0.3669, -0.0502, -4.5039], [1.1681, -3.7309, -0.0567], [-1.4471, -0.3307, 3.2625], [1.1057, 2.2756, 2.3050], [0.8579, 2.4124, 0.9053], [0.3274, 1.4771, 3.0754], [-0.6193, 0.6187, 2.4391], [-0.2548, 1.8099, 0.3739], [-1.0803, 1.0269, 1.2057], [1.7901, 3.0642, 0.1420], [1.9415, 2.8480, 2.6942], [0.6612, 1.2934, 4.0892], [-0.5839, 2.0455, -0.6310], [1.9068, 3.9623, 0.4092], [-2.4088, -0.6907, 2.9129], [-1.6561, 0.0744, 4.2526], [-1.9633, 0.5767, 0.7728], [-0.8178, -1.2126, 3.4862]], "forces_ev_per_a": [[1.550, 1.144, 1.668], [-0.199, -1.911, 1.612], [1.277, 0.270, -1.822], [-2.070, -0.679, -0.150], [0.221, -0.705, 0.315], [0.161, 0.113, 0.824], [-0.214, 0.272, -0.412], [-0.261, -0.045, -0.630], [-0.032, -0.315, -0.663], [0.030, 1.129, -1.016], [0.404, -0.106, 0.324], [-0.249, 0.532, 0.325], [0.008, 0.056, 0.069], [-0.170, 0.101, 0.208], [-0.443, 0.105, -0.508], [-0.021, 0.198, -0.008], [1.029, -0.797, 1.186], [0.327, 1.088, -1.684], [0.422, -0.237, 1.623], [0.492, -2.128, -0.451], [-2.049, 1.884, 1.258], [-0.645, 0.491, -0.021], [1.377, -0.902, -1.037], [-0.382, -0.844, -0.981], [-0.072, -0.134, 0.201], [-0.420, 0.067, 0.190], [0.178, -0.020, -0.102], [0.117, 0.901, 0.459], [0.065, 0.200, -0.723], [0.061, 0.239, 0.020], [-0.136, -0.040, 0.052], [-0.356, 0.072, -0.126]], "e_lumo_ev": -3.03, "e_homo_ha": -0.4084, "charge": 1}